No. 1
Entry from the OMol25 dataset: a 2-piece molecular cluster, CH5N2O overall (ωB97M-V/def2-TZVPD).

```
9
Properties=species:S:1:pos:R:3:forces:R:3
C -0.0931 1.0145 0.1424 0.1038 0.8894 1.5910
N -0.6440 -1.1247 0.4265 -2.4432 -1.6353 0.4608
N -0.3012 -0.1274 1.0625 2.1032 0.2129 0.5091
O 0.5863 -2.5266 -0.4637 1.1098 -1.0184 -0.3075
H -0.8464 0.8613 -0.6392 0.2325 0.6157 -0.2805
H -0.3336 1.8855 0.8865 0.5708 -0.8592 -1.9588
H 0.9857 1.0986 -0.3045 -1.9318 -0.2908 0.9953
H 0.7530 -2.4787 -1.4189 -0.1805 0.2036 0.3365
H -0.7571 -1.9901 1.0832 0.4354 1.8821 -1.3459
```
Positions in Å, forces in eV/Å.

* ΔE to the lowest compared entry with this formula, charge and spin: 346.89 kJ/mol
* HOMO-LUMO gap (spin up / spin down): 6.75 / 6.75 eV
* M: 61.06 g mol⁻¹
* highest occupied orbital energy (spin up / spin down): -2.0 / -2.0 eV
* LUMO (spin up / spin down): 4.7 / 4.7 eV
* F_max: 0.0579 hartree/bohr
* net charge: -1

=====

No. 2
Entry from the OMol25 dataset: an isolated ion of composition CH5N2O and charge +1 (ωB97M-V/def2-TZVPD).

```
9
Properties=species:S:1:pos:R:3:forces:R:3
N -0.2078 -0.9834 0.9435 -1.6103 0.3655 0.6583
C -0.6322 0.0556 0.2479 0.6148 1.0170 -1.9412
N 0.2096 0.6787 -0.6456 -0.6837 -0.9730 1.7338
O 1.6464 0.4509 -0.7842 -2.1009 0.3151 0.2060
H 0.7781 -1.0375 1.0835 0.7459 -0.5039 -0.0738
H -0.8117 -1.5911 1.5351 0.5869 1.0658 -0.6987
H -1.7579 0.5245 0.2411 3.0021 -1.6261 0.0376
H -0.2862 1.4066 -1.1131 0.7098 0.9208 -0.7967
H 2.0400 1.0468 -1.4899 -1.2646 -0.5813 0.8747
```
Positions in Å, forces in eV/Å.

* ΔE to the lowest compared entry with this formula, charge and spin: 243.83 kJ/mol
* HOMO-LUMO gap: 11.19 eV
* M: 61.06 g mol⁻¹
* highest occupied orbital energy: -15.5 eV
* LUMO: -4.3 eV
* SMILES: [NH2+]=CNO
* F_max: 0.0664 hartree/bohr
* net charge: +1

=====

No. 3
Entry from the OMol25 dataset: a 2-piece molecular cluster, CH5N2O2PSi overall (ωB97M-V/def2-TZVPD).

```
12
Properties=species:S:1:pos:R:3:forces:R:3
C -0.3839 -1.5695 1.1651 0.1155 0.3097 -0.2726
N -0.8299 -0.5883 0.7110 0.5131 -0.9732 0.7042
N -2.0228 1.7164 0.7801 0.1347 0.2094 -0.2221
O 0.0031 1.3603 -0.6366 -0.5399 0.2595 0.2749
O 1.7394 -0.6302 -1.5706 -0.2953 0.6912 -0.4279
Si 2.0689 -1.7021 -0.5561 -0.2527 -0.2698 0.5701
P -1.4245 0.6404 -0.3574 -0.1933 0.6433 -0.5646
H -1.3899 2.4683 1.0261 -0.0091 -0.0954 0.1996
H -2.9610 2.0511 0.6227 0.0425 -0.0479 -0.0941
H 0.6476 0.8090 -1.1147 0.2818 -0.3889 -0.2583
H 2.8930 -1.4701 0.6191 0.2417 0.0882 0.2486
H 1.6601 -3.0854 -0.6887 -0.0391 -0.4262 -0.1577
```
Positions in Å, forces in eV/Å.

* ΔE to the lowest compared entry with this formula, charge and spin: 177.49 kJ/mol
* HOMO-LUMO gap: 9.24 eV
* M: 136.12 g mol⁻¹
* highest occupied orbital energy: -9.6 eV
* LUMO: -0.3 eV
* F_max: 0.0254 hartree/bohr
* net charge: 0